Entry 1:
# C41H57N9O2S3Tc

C41H57N9O2S3Tc as an isolated structure (the ωB97M-V functional and the def2-TZVPD basis, OMol25).

Calculated total energy, Ha: -3514.709151
Gap between HOMO and LUMO (alpha / beta), hartree: 0.2540 / 0.2170
Net charge: +2
2S+1: 4

Positions of all 113 atoms, in Å:
Tc 0.7961 -0.1718 -0.8309
S 2.2392 1.7376 -0.4926
S 4.2377 -1.5827 3.3719
S 0.5639 -1.0451 2.5129
O -4.4002 -2.6899 -2.8019
O -1.7653 -0.9654 -5.4669
N -3.3611 -2.6257 -4.8186
N 2.6435 -1.1185 -0.2579
N 2.4481 3.7360 1.2273
N -0.1658 -0.4852 1.0415
N -1.0035 0.9511 -1.0656
N 0.4258 2.6597 1.2561
N 3.1084 -1.1675 0.9336
N -0.2968 -1.9311 -1.4758
N 1.8057 -0.7104 -2.7189
C -0.7581 -1.7345 3.4730
C -1.9313 -3.5969 4.4193
C 0.1839 -3.1603 -1.2411
C -3.0947 1.6329 -1.6020
C 3.7218 -1.8273 -3.6721
C 3.7986 4.9564 -0.4634
C -3.2231 0.7530 -0.5279
C 3.0023 -1.3475 -2.5755
C 5.3327 -0.2825 4.0008
C -0.1072 3.4636 2.3549
C -1.3908 0.6578 4.1733
C -1.5749 -0.8474 4.2106
C -2.1950 -2.3153 -5.5983
C -1.4524 -0.3271 0.9266
C -0.4085 -4.2987 -1.7504
C 1.2596 -4.2000 2.5000
C -3.3838 -2.7034 -3.4550
C -0.4730 3.9186 -2.0243
C -0.9309 -3.1310 3.5636
C 3.7938 -0.9576 1.8822
C -2.5581 -1.3720 5.0341
C -0.4518 1.0853 5.3054
C -1.3972 -1.8076 -2.2360
C 3.4634 -1.5423 -1.2467
C -1.0270 -4.4683 1.4776
C -0.5920 4.8500 1.9534
C 3.8027 4.0373 0.7463
C -1.7360 1.7734 -1.8990
C -1.5558 -4.1731 -2.5145
C 1.2788 -0.6647 -3.9441
C -0.2431 -4.2454 2.7742
C -0.2107 2.2812 -3.8691
C -1.1882 2.8366 -2.8421
C -2.7213 1.4100 4.2570
C -2.0589 -2.9037 -2.7578
C -2.7335 -2.7410 5.1446
C 3.1890 -1.6969 -4.9382
C -1.9359 0.3628 -0.2013
C 1.6443 2.7891 0.7531
C -2.3409 3.5042 -3.5986
C 1.9299 -1.1270 -5.0734
H 3.3288 5.9122 -0.2282
H 1.8241 -3.9116 3.3884
H -4.2722 -2.5238 -5.2427
H -3.8998 2.1600 -2.0845
H 5.5311 -0.5572 5.0351
H -3.1941 -0.7089 5.6051
H 0.6520 3.5138 3.1405
H -3.0361 4.0022 -2.9229
H 0.0170 -5.2675 -1.5298
H -3.4990 -3.1387 5.7981
H -0.8786 5.4087 2.8443
H -2.0557 -5.0483 -2.9113
H -2.5859 2.4660 4.0190
H -2.9012 2.7856 -4.2006
H 0.0924 3.0729 -4.5571
H 4.3010 3.0950 0.5281
H -2.0776 -4.6664 4.5111
H 4.3270 4.4984 1.5825
H -0.6858 1.4996 -4.4584
H -3.4637 1.0030 3.5677
H -2.0773 -4.6819 1.6766
H -0.1831 2.0049 0.7829
H -4.1302 0.4492 -0.0282
H -0.6095 -5.3034 0.9103
H -2.4148 -2.5556 -6.6376
H -1.1462 4.3552 -1.2858
H -0.1380 4.7178 -2.6893
H 0.1698 5.4253 1.4243
H 6.2625 -0.2654 3.4412
H 1.5849 -5.2023 2.2115
H -0.8789 0.8113 6.2718
H -0.9302 2.8922 2.7741
H 1.0691 -3.2218 -0.6208
H 3.7297 -2.0604 -5.8018
H 0.2846 -0.2665 -4.0233
H -1.9353 4.2612 -4.2706
H -2.3803 -0.3961 -5.9424
H 0.5220 0.6014 5.2148
H 0.6939 1.8982 -3.3900
H -0.3867 -5.1311 3.3971
H 0.4006 3.5126 -1.5181
H 2.0560 4.3817 1.8943
H 1.5199 -3.5165 1.6947
H -0.9104 0.9194 3.2268
H 3.2640 4.5008 -1.2972
H 4.6748 -2.3114 -3.5069
H -1.3529 -2.9214 -5.2714
H -3.1423 1.3752 5.2626
H -1.7565 -0.8064 -2.4288
H 4.8223 5.1544 -0.7810
H 4.4142 -2.0002 -1.0133
H -0.9855 -3.5677 0.8577
H -1.4641 4.7800 1.3057
H 4.8275 0.6777 3.9692
H -2.1367 -0.6638 1.7023
H 1.4399 -1.0406 -6.0326
H -0.3025 2.1676 5.3039

***

Entry 2:
# C19H19BrN4O2Ru

C19H19BrN4O2Ru as an isolated structure (the ωB97M-V functional and the def2-TZVPD basis, OMol25).

Calculated total energy, Ha: -3772.038014
Gap between HOMO and LUMO (alpha / beta), hartree: 0.2477 / 0.1824
Net charge: +4
2S+1: 5

Positions of all 46 atoms, in Å:
Ru 0.1724 -0.1127 0.3464
Br -4.1232 -0.7235 4.3594
O 0.0427 -2.5489 2.0128
O 2.3503 0.9915 2.0118
N -1.1757 0.7733 1.8947
N 1.8295 -1.1918 -0.5822
N -2.0152 -0.9918 -0.2549
N 0.0951 2.2448 -0.2578
C -0.8393 1.9087 2.4593
C 0.4714 1.3774 -3.3273
C -4.3224 -2.1546 -0.2260
C 2.8021 -1.8259 -0.7062
C 1.5252 0.6482 1.2742
C -2.0814 -0.0146 2.4549
C -0.9010 1.4455 -3.2070
C -3.0449 -1.5196 -0.2043
C -1.5058 2.3860 3.5786
C 1.1232 0.0932 -3.4523
C 0.3730 -1.0642 -3.4528
C 0.0231 -1.6560 1.2749
C -2.7917 0.4118 3.5803
C 0.1611 3.4000 -0.2044
C 0.2276 4.8256 -0.2273
C 3.9752 -2.5890 -0.9459
C -1.0654 -0.9931 -3.3268
C -2.5009 1.6257 4.1597
C -1.6879 0.2319 -3.2076
H -2.3459 -1.0168 2.0742
H -1.2089 3.3430 4.0059
H 0.7079 5.2188 0.6999
H -1.6312 -1.9205 -3.3548
H -4.5529 -2.5624 -1.2359
H 4.6110 -2.1175 -1.7264
H 2.2034 0.0737 -3.5706
H 0.8317 -2.0421 -3.5727
H 1.0867 2.2725 -3.3575
H -1.4219 2.3968 -3.1368
H -5.1346 -1.4420 0.0461
H 3.7218 -3.6164 -1.2859
H 0.8227 5.1865 -1.0951
H -4.3610 -3.0026 0.4980
H -0.7877 5.2769 -0.2982
H 4.5835 -2.6776 -0.0192
H -2.7689 0.3196 -3.1393
H -3.0212 1.9620 5.0351
H -0.0202 2.5599 2.0698

***

Entry 3:
# C37H36ClN2O4PPm

C37H36ClN2O4PPm as an isolated structure (the ωB97M-V functional and the def2-TZVPD basis, OMol25).

Calculated total energy, Ha: -3251.138510
Gap between HOMO and LUMO (alpha / beta), hartree: 0.2659 / 0.2665
Net charge: +3
2S+1: 5

Positions of all 82 atoms, in Å:
Pm -0.7375 0.0191 -0.8986
Cl -2.3581 -0.5361 1.1320
P -2.9536 -1.4663 -1.8856
O 0.7983 -0.8899 0.1163
O -0.7976 1.9438 -1.9661
O -0.4872 2.0761 0.2015
O 3.2220 1.6174 3.1321
N -0.1113 4.6537 0.3424
N 3.0730 -1.2256 3.3816
C -5.2238 -3.3437 -5.3995
C 2.8819 -0.2313 1.1050
C 3.4935 2.9848 2.8899
C -4.4552 -4.4856 0.5136
C -4.0644 -3.9440 -4.9319
C -3.1787 -2.0650 0.8642
C 3.2898 1.4393 -1.1066
C -0.6696 -3.2435 -1.4758
C 0.8773 -1.8733 -3.3571
C 4.3467 -1.0499 5.3599
C 2.6247 -1.1471 2.1548
C 3.8663 1.0086 4.1622
C -1.2608 5.5738 0.6037
C -0.5405 2.6051 -0.9404
C -0.2653 4.1104 -1.0440
C 1.4146 -2.9494 -2.6586
C -3.5432 -2.8085 1.9710
C -5.6902 -2.1773 -4.8135
C -5.0025 -1.6019 -3.7580
C 4.5613 1.6924 5.1612
C 1.8988 -0.1907 0.0575
C 4.0581 0.5312 0.9785
C 3.7818 -0.3983 4.2528
C -0.4370 -1.4743 -3.1249
C 4.2496 1.3693 -0.0982
C 2.1516 0.6552 -1.0524
C 5.0301 -0.3588 6.3307
C -3.3689 -3.3851 -3.8772
C -4.1711 -4.0336 1.7913
C 5.1340 1.0237 6.2272
C -1.5631 6.1278 -0.7801
C -3.4560 -2.4955 -0.4374
C -1.2303 -2.1720 -2.1783
C -1.4170 4.9051 -1.6869
C -4.1214 -3.7135 -0.5869
C 0.6390 -3.6334 -1.7354
C -3.8415 -2.2125 -3.2850
H -2.4618 -3.8494 -3.5168
H 3.4621 2.0677 -1.9687
H -3.6972 -4.8479 -5.3902
H 5.6482 1.5845 6.9926
H -1.2668 -3.8087 -0.7683
H 3.0182 3.6250 3.6377
H 1.4536 0.6157 -1.9231
H 4.5699 3.1723 2.8752
H 0.7616 5.1794 0.4276
H 0.6579 4.2455 -1.6136
H -2.3329 4.3173 -1.6918
H 4.8473 0.3983 1.7018
H 1.4695 -1.3752 -4.1117
H -5.7620 -3.7868 -6.2219
H -4.9219 -5.4457 0.3672
H 5.1577 1.9416 -0.1920
H -4.3803 -4.0592 -1.5760
H -0.9824 6.3445 1.3216
H -2.0977 5.0012 1.0037
H 1.0446 -4.4939 -1.2269
H -0.9054 -0.7231 -3.7782
H -2.5530 6.5743 -0.8418
H -0.0926 3.8377 0.9839
H 3.0881 3.1869 1.8975
H 1.9231 -1.9299 1.8766
H -6.5881 -1.7111 -5.1856
H 2.8503 -2.1059 3.8460
H 4.6426 2.7676 5.1234
H -4.4408 -4.6190 2.6565
H -0.8267 6.8860 -1.0465
H 2.4267 -3.2698 -2.8546
H 5.4716 -0.8813 7.1625
H -5.3604 -0.6892 -3.2994
H 4.2439 -2.1217 5.4344
H -1.1870 5.1859 -2.7118
H -3.3279 -2.4443 2.9632

***

Entry 4:
# C3H9N2O2

C3H9N2O2 as an isolated structure (the ωB97M-V functional and the def2-TZVPD basis, OMol25).

Calculated total energy, Ha: -379.194979
Gap between HOMO and LUMO (alpha / beta), hartree: 0.3633 / 0.3632
Net charge: +1
Energy above the lowest of the compared OMol25 structures with the same formula, charge and spin, kJ/mol: 813.48

Positions of all 16 atoms, in Å:
O 1.2758 0.7300 -0.6123
O -1.3627 0.5579 -0.1753
N -0.8356 -0.6470 -0.1425
N 0.3311 -0.7263 -0.2453
C 1.1881 -1.8497 -0.3752
C -2.7662 0.4610 -0.1017
C 1.7837 1.3598 0.5491
H 2.0162 -1.4397 -0.8035
H -3.2717 1.0639 -0.8952
H -3.1578 0.9249 0.9015
H 0.9156 1.9139 1.1567
H 1.5693 -2.0296 0.6853
H -3.1035 -0.6126 -0.1190
H 2.2265 2.2795 -0.0072
H 0.7320 -2.7596 -0.9031
H 2.4592 0.7737 1.0877

***

Entry 5:
# C31H52F6O10PSi2

C31H52F6O10PSi2 as an isolated structure (the ωB97M-V functional and the def2-TZVPD basis, OMol25).

Calculated total energy, Ha: -3484.600745
Gap between HOMO and LUMO, hartree: 0.2261
Net charge: -1

Positions of all 102 atoms, in Å:
P -0.7378 0.1517 -1.7925
Si 1.1174 0.6326 -0.5689
Si -0.3723 2.9790 0.3293
F -5.7515 -4.9904 3.2777
F 1.9194 0.5263 -9.8852
F 0.2866 -0.7254 -10.5498
F -5.4572 -4.7506 1.1413
F -4.8852 -6.5973 2.1150
F -0.0748 1.3547 -10.0759
O 1.0728 2.1427 0.0608
O -8.0914 -5.2447 2.0273
O 0.5787 3.8913 2.6491
O -1.6318 3.3436 2.7037
O -0.1746 0.2305 2.1381
O 0.8251 0.7716 -7.4562
O -3.0886 5.3992 0.6987
O -0.1184 -1.1416 -2.6832
O -7.3795 -7.3119 1.4593
O -0.3640 -1.0782 -7.9877
C -0.4970 3.4836 2.1649
C -5.7823 -5.6205 2.1009
C 2.4912 0.5795 -1.8444
C -2.3580 -1.6225 3.9031
C 9.0231 1.8465 3.2070
C -9.4676 -5.6160 1.8027
C 4.9410 0.4134 -1.0216
C -0.3469 4.3892 -0.9270
C -7.1908 -6.1911 1.8256
C -4.6193 -1.6633 3.1145
C 7.2093 0.4638 0.1757
C -1.9155 -0.7350 -0.7033
C -4.4322 -0.4039 2.5575
C -0.8335 0.3259 3.4019
C 0.6185 0.2626 -9.7262
C 7.8385 0.3021 1.5539
C 2.1216 0.6847 2.8092
C 0.6200 0.5679 -6.0313
C -1.0217 5.7079 -0.5248
C -3.5794 -2.2657 3.7907
C 7.7456 1.5681 2.4205
C -2.1590 -0.3721 3.3407
C 1.1399 -0.2961 2.1744
C 3.7405 1.3275 -1.3297
C -3.2186 0.2353 2.6712
C 0.2955 -0.1212 -8.2634
C 5.7192 0.8193 0.2349
C -10.0255 -6.4226 2.9536
C 1.5293 -0.4983 -5.4743
C 1.5304 -0.6702 0.7483
C -2.5422 5.6706 -0.5838
H 2.6154 -0.8131 0.7649
H 1.1007 -1.6276 0.4384
H 1.1656 -1.1956 2.8092
H -0.7310 6.0236 0.4775
H -5.2447 0.0736 2.0263
H 7.2778 -0.4958 2.0476
H -0.6761 6.4852 -1.2143
H 1.9083 0.7871 3.8720
H 4.0469 2.0569 -2.0793
H -2.8594 4.9255 -1.3199
H 6.9027 1.4819 3.1050
H 0.1742 -1.8611 -2.1125
H 0.7068 4.5794 -1.1389
H -9.9877 -4.6667 1.7020
H 3.5043 1.8867 -0.4240
H -9.5396 -6.1519 0.8570
H 0.8376 1.5378 -5.5914
H 5.6150 0.3707 -1.8786
H 4.5558 -0.5974 -0.8654
H -0.8222 4.0361 -1.8468
H -3.0786 1.2182 2.2412
H -0.4295 0.3400 -5.8522
H 2.1050 1.6632 2.3446
H 2.1212 1.0382 -2.7648
H 3.1312 0.2693 2.7304
H -3.5074 4.5376 0.7234
H -3.7162 -3.2455 4.2297
H -1.5144 2.0715 0.0196
H 1.3823 -0.5592 -4.3987
H 7.3117 -0.4700 -0.3806
H 8.8816 -0.0029 1.4638
H -5.5688 -2.1705 3.0065
H -9.5081 -7.3750 3.0552
H 5.6108 1.8960 0.3777
H 7.7246 1.2623 -0.3635
H -9.9208 -5.8721 3.8887
H 5.2613 0.3415 1.1042
H 7.5463 2.4368 1.7888
H -0.2086 -0.1171 4.1809
H -2.9392 6.6324 -0.9196
H -2.4079 -1.4840 -1.3260
H 8.9395 2.7812 3.7601
H -2.6744 -0.0248 -0.3880
H -11.0830 -6.6216 2.7819
H 2.7353 -0.4527 -2.1045
H -0.9646 1.3877 3.6264
H -1.5479 -2.1115 4.4284
H 9.8556 1.9637 2.5114
H 9.2576 1.0406 3.9009
H -1.4740 -1.2055 0.1716
H 2.5743 -0.2614 -5.6833
H 1.3075 -1.4740 -5.9054

***

Entry 6:
# C3H2N2

C3H2N2 in the gas phase (the ωB97M-V functional and the def2-TZVPD basis, OMol25).

Calculated total energy, Ha: -224.824389
Gap between HOMO and LUMO (alpha / beta), hartree: 0.2883 / 0.2883
Energy above the lowest of the compared OMol25 structures with the same formula, charge and spin, kJ/mol: 453.69

Positions of all 7 atoms, in Å:
N -0.1396 0.1849 0.2481
N 1.4749 -0.7289 -0.7184
C 1.0938 -1.8269 -0.4608
C 0.9267 0.4555 -0.4118
C -0.7190 -0.7060 0.8468
H -1.6684 -0.9728 0.7454
H 1.4282 1.4854 -0.5033

***

Entry 7:
# C25H44F9N4O7

A 3-piece molecular cluster, C25H44F9N4O7 overall (the ωB97M-V functional and the def2-TZVPD basis, OMol25).

Calculated total energy, Ha: -2623.067857
Gap between HOMO and LUMO, hartree: 0.2344
Net charge: +1

Positions of all 89 atoms, in Å:
F -8.9658 -0.4233 1.7600
F -6.4059 -2.7503 -1.2096
F -6.8503 -0.1692 1.9845
F -4.9487 -4.2181 0.0417
F -7.8542 -1.8698 2.8534
F -8.1255 -1.1021 -0.4752
F -5.7661 -3.4718 1.8896
F -5.5418 -0.9617 -0.2800
F -8.2335 -3.0085 0.5898
O 2.7985 0.4117 6.2248
O -2.3079 -2.8469 -2.4167
O 4.8023 3.8853 -4.2673
O 5.9002 5.4817 -6.4781
O -0.7613 -1.4113 -0.8258
O 3.6006 -0.9444 -2.2122
O 1.5067 -0.6077 3.7927
N -1.9275 -2.0375 2.4635
N -4.8120 -1.8459 3.8559
N 1.1563 1.4627 -2.1145
N -3.1700 -2.4515 2.2216
C -7.5952 -1.8476 0.5048
C -5.1442 -3.0890 0.7659
C -2.9021 -2.2375 -0.1457
C -1.6135 -1.7720 0.1171
C 6.1684 4.1087 -6.2647
C 5.0091 3.4119 -5.5903
C -3.7027 -2.5304 0.9861
C 4.0791 0.2353 5.6446
C -3.8412 -2.8313 3.5084
C 2.5130 1.2443 -2.5876
C 1.8984 1.1520 5.4258
C 0.8932 0.2510 4.7456
C -4.2666 -0.7562 4.6768
C -3.3396 -2.3667 -1.6097
C -0.2311 -0.0553 -0.7639
C 1.7023 -1.9276 4.2672
C -6.1493 -2.1393 -0.0380
C -2.2708 -4.2602 -2.5604
C 0.3176 0.2596 -2.1412
C 6.5373 6.3430 -5.5531
C 4.7727 1.0263 -1.3443
C -1.1815 -1.7132 1.4497
C 3.7257 4.8002 -4.1595
C 3.4224 0.3710 -1.6776
C -7.8259 -1.0528 1.8212
H 4.0904 -0.8674 -3.0395
H 0.3626 -0.3398 5.4990
H 2.8700 0.1937 -0.7509
H 7.6205 6.3573 -5.7119
H 2.3219 -2.4505 3.5406
H -1.0401 0.6229 -0.4819
H -3.0018 -2.8929 4.2024
H 2.2021 -1.9466 5.2373
H 6.3393 3.6445 -7.2408
H 5.5836 0.4295 -1.7616
H -4.2679 -3.8249 3.4004
H -2.9892 -4.5899 -3.3153
H 4.1017 3.5454 -6.1873
H -0.5127 0.4037 -2.8371
H 0.8933 -0.6074 -2.4735
H 2.7671 4.2860 -4.2960
H 3.0148 2.1950 -2.7607
H 4.0109 -0.1750 4.6336
H 1.1835 1.8755 -1.1907
H 0.7399 -2.4478 4.3525
H 6.1456 7.3437 -5.7246
H 3.7566 5.2258 -3.1575
H -1.2628 -4.5250 -2.8727
H 4.9340 1.0692 -0.2662
H -4.2030 -3.0120 -1.7072
H -5.0392 -0.0027 4.8239
H 2.4709 0.7437 -3.5590
H 0.5619 -0.0017 -0.0125
H 5.2238 2.3397 -5.5321
H 1.3612 1.8472 6.0783
H 2.4383 1.7393 4.6760
H 4.6270 1.1821 5.6104
H -3.9266 -1.0983 5.6585
H -2.4841 -4.7691 -1.6139
H 4.8458 2.0422 -1.7299
H -5.5656 -2.2997 4.3558
H 6.3322 6.0484 -4.5205
H 7.0755 3.9823 -5.6651
H 0.1595 0.8692 4.2166
H -0.1748 -1.3714 1.6730
H -3.6261 -1.3751 -1.9647
H 3.8054 5.6073 -4.8908
H 4.6239 -0.4614 6.2779
H -3.4385 -0.2805 4.1526

***

Number 1: F_max 0.38 eV/A. Number 2: F_max 8.16 eV/A. Number 3: F_max 1.96 eV/A. Number 4: F_max 5.57 eV/A. Number 5: F_max 0.74 eV/A. Number 6: F_max 4.64 eV/A. Number 7: F_max 0.95 eV/A.